Record 1
# C31H23N5O3S5V

C31H23N5O3S5V as an isolated structure (the ωB97M-V functional and the def2-TZVPD basis, OMol25).

Output
E_tot = -125982.2682 eV
Total charge = -2
2S+1 = 4

```
68
Properties=species:S:1:pos:R:3:forces:R:3:mulliken_charge:R:1
C 4.4914 3.5628 1.4591 0.00 -0.01 -0.01 -0.6423
C -3.6784 -3.8783 -0.7753 -0.03 -0.02 0.00 -0.6928
H 4.4673 3.7896 2.5196 0.00 0.00 0.00 0.3425
H -3.0546 -1.7119 -3.5802 0.00 0.00 0.00 0.3348
H 1.0792 3.1116 1.7120 0.03 0.00 0.00 0.5528
N 0.0907 2.3240 0.0985 0.01 -0.02 -0.03 0.7304
C -1.1803 3.8482 -1.2485 0.01 -0.06 -0.01 -0.3316
C -1.0226 -0.0505 -3.3081 0.01 0.00 0.04 -0.5001
H 3.4561 -1.7473 0.1899 -0.01 0.00 0.00 0.3366
H -4.0587 -0.9469 -2.3185 0.00 -0.02 0.00 0.3006
H -1.8389 3.9638 -2.0968 0.00 -0.01 0.00 0.4966
C 3.7673 2.1529 -0.3683 0.03 0.02 -0.01 0.5094
S -1.1367 -1.8866 4.0951 0.00 0.01 0.01 -0.3684
C 3.7505 2.4595 1.0158 0.02 0.03 -0.01 0.1119
H -0.7507 -0.8411 -3.9844 -0.01 0.01 -0.01 0.4380
C 0.4307 3.3617 0.8792 -0.02 0.00 -0.04 -0.3656
C 1.2794 -3.5294 2.7469 -0.01 0.01 0.02 -1.0263
N 1.8558 -1.6151 1.4463 -0.02 -0.02 0.00 0.4003
H -1.1624 5.9099 -0.6631 0.00 0.00 0.00 0.3731
O -0.7855 -5.2749 -1.9874 -0.01 -0.02 0.02 -0.7824
C -1.9193 -0.3605 4.0378 0.01 -0.02 -0.01 -0.4457
C -4.4140 -3.1940 0.1885 0.02 0.02 0.00 -0.5012
H 5.7962 5.2005 0.9836 0.00 0.00 0.00 0.3167
C 3.1501 -3.6071 1.2603 0.00 0.01 0.00 -0.9406
N -2.3118 0.0524 -2.7976 0.02 -0.02 -0.04 0.4043
H -5.4064 -3.5411 0.4518 0.00 0.00 0.00 0.3768
C -0.5192 -1.9627 -0.9894 0.05 -0.01 -0.05 -0.1372
H -2.7654 -0.1630 4.6803 0.00 0.00 0.00 0.4543
C -0.7032 2.5842 -0.9349 -0.10 0.11 0.14 -0.8317
H -2.2140 -0.7092 0.9723 -0.01 0.00 0.00 0.9252
H -1.7213 1.4727 2.9501 0.00 -0.01 0.01 0.3643
V 1.1570 0.3519 0.7437 -0.17 -0.08 0.06 0.1879
C 1.0589 -2.2055 2.3577 0.00 -0.03 -0.02 0.8558
S 2.8848 0.7894 -1.0442 0.04 0.00 -0.06 -0.6553
C -0.2264 -0.0822 2.4068 0.06 0.00 -0.07 -0.3903
C -0.2607 0.8435 -2.6565 -0.04 0.00 -0.04 -0.6555
S -1.2182 -3.9260 -2.2650 0.02 0.05 -0.06 1.2292
H 0.8061 1.0104 -2.6397 -0.01 0.01 -0.01 0.4125
C -2.6257 -1.5899 0.4984 0.02 0.04 0.00 0.2342
H -4.0761 -4.7525 -1.2753 0.01 0.00 0.00 0.4330
C 5.2592 4.0482 -0.7570 0.00 0.00 -0.05 -0.4564
C -1.3413 0.4713 3.1245 -0.01 0.02 -0.02 -0.2160
C -0.0140 -1.3606 2.8606 0.00 0.03 0.02 0.5576
H 0.6167 -3.9925 3.4669 0.00 0.00 0.00 0.3525
O 0.1071 -0.9640 -0.6244 -0.01 -0.02 0.17 0.3555
C -2.4219 -3.3939 -1.0715 0.04 0.00 0.01 0.0171
C -3.8944 -2.0623 0.8117 -0.02 -0.01 0.01 -1.5435
H -4.0364 -0.2602 -3.9517 -0.01 0.01 0.03 0.3035
H 5.8326 4.6528 -1.4523 0.00 0.00 0.00 0.3268
O -1.7714 -3.7118 -3.5927 0.01 -0.01 0.03 -0.7336
C -2.3785 1.0369 -1.8730 0.00 -0.01 0.00 0.0183
C 5.2387 4.3529 0.5979 0.00 0.02 0.04 -0.4922
C 2.8683 -2.2952 0.9181 0.02 0.00 0.00 -0.2989
H 3.9769 -4.1232 0.7924 0.00 -0.01 0.00 0.3940
C -3.4361 -0.7687 -3.1933 0.01 0.02 -0.03 -0.9622
H 2.5041 -5.2631 2.4726 0.00 0.00 0.00 0.3762
C -1.8940 -2.2799 -0.4502 -0.04 -0.03 -0.01 0.4614
C 4.5307 2.9621 -1.2192 -0.01 0.00 0.01 -0.6098
S 2.8371 1.5110 2.1833 0.05 0.05 0.06 -0.5672
H 0.3316 5.4486 1.3028 0.00 0.00 0.01 0.4276
C -0.8123 4.9082 -0.4454 -0.02 0.04 -0.01 -0.6205
S -3.7590 1.5871 -1.0793 -0.02 0.04 0.03 -0.4483
C 2.3303 -4.2309 2.1909 0.01 0.00 -0.01 -0.3727
H 4.5359 2.7164 -2.2754 0.00 0.00 0.00 0.3375
N -0.0998 -2.8303 -1.9195 -0.04 -0.01 -0.02 -0.5684
N -1.1006 1.5046 -1.7666 0.12 -0.03 -0.11 0.7149
C 0.0068 4.6569 0.6414 0.02 -0.02 0.02 -1.0358
H -4.4873 -1.5339 1.5475 0.00 0.00 0.00 0.4283
```
Forces are in eV/Å.

Record 2
# C31H23N5O3S5V

C31H23N5O3S5V as an isolated structure in a non-equilibrium geometry (the ωB97M-V functional and the def2-TZVPD basis, OMol25).

Output
E_tot = -125981.2695 eV
Total charge = -2
2S+1 = 4

```
68
Properties=species:S:1:pos:R:3:forces:R:3:mulliken_charge:R:1
H 1.2370 2.3743 1.5127 -0.06 0.05 -0.04 0.4313
H -4.3120 -4.6726 -3.4395 0.05 0.05 0.03 0.3128
C -1.1686 3.5113 -2.8356 -0.06 0.17 0.08 -0.5304
H -2.5884 -0.7517 2.6965 -0.17 0.18 -0.15 0.2680
H -0.1340 -4.8606 1.8387 -0.03 0.10 0.05 0.4689
H -1.6617 4.6437 -1.0703 -0.02 -0.06 -0.05 0.3845
C -0.7377 -3.9808 2.0283 0.10 -0.29 0.01 -0.9928
N 1.1627 -2.5777 1.4605 -0.29 -0.26 0.06 0.6632
C 2.0488 -1.6777 2.0232 0.16 -0.65 -0.38 0.2006
C 3.3005 4.5978 -0.0613 0.01 0.07 0.03 -0.5476
S -3.1998 -0.2687 -0.0334 -0.50 -0.18 -0.08 -0.4208
V -0.7478 -0.0919 0.3728 -0.95 -1.30 -0.34 -0.1207
H 1.1486 -3.8786 -0.2793 0.00 0.14 0.11 0.5663
N 2.9092 -0.0010 -1.4304 -0.25 0.10 -0.24 -0.4326
C -0.7813 2.2682 -3.3106 0.06 -0.12 -0.01 -0.9785
O 1.2591 -0.0699 0.1592 1.01 0.29 -0.58 0.0132
C -2.7293 -2.8969 2.7367 -0.10 0.25 0.05 -0.9024
H -1.1578 1.1565 3.8038 0.00 0.00 -0.06 0.3344
H -5.6186 -1.2980 -1.1243 0.08 -0.05 -0.02 0.3661
H 3.6274 5.6305 0.0056 -0.01 -0.04 0.01 0.3742
C 3.3604 2.4729 -1.1024 0.36 0.31 -0.11 -0.0828
C 2.4152 1.9977 -0.2277 -0.08 -0.41 -0.15 1.0620
C 1.7247 -3.2115 0.3404 -0.56 0.14 0.38 -0.5203
C -3.4993 -1.6142 -1.1289 -0.09 -0.15 -0.07 0.3545
H 3.6557 -2.8289 -0.6220 -0.16 0.14 0.23 0.4258
C 1.9290 2.7862 0.7888 -0.11 0.43 0.33 -0.2900
H -0.3663 0.2392 -2.7241 0.02 -0.17 0.04 0.3759
H -0.5607 2.1000 -4.3576 -0.06 -0.01 0.07 0.4210
H -1.9651 -4.1321 -2.8227 -0.04 0.04 -0.02 0.3331
S -1.6843 4.0790 1.7727 -0.01 0.14 -0.22 -0.3311
C 2.3725 4.1091 0.8536 -0.16 -0.20 0.05 -0.9449
H 1.9807 4.7633 1.6248 0.03 -0.05 -0.02 0.3997
H 5.1825 -1.3391 1.3807 0.00 -0.02 0.01 0.3321
C -2.7793 -3.5123 -2.4581 -0.04 0.21 0.13 -0.6375
C -2.1021 -1.6860 2.4844 -0.05 -0.05 0.09 -0.1312
C 3.8316 3.7731 -1.0453 0.03 -0.19 -0.17 -0.7063
N -0.8693 1.3691 -1.0804 0.25 1.20 -1.41 0.6049
H -2.5293 -5.0305 2.5629 0.04 0.07 0.02 0.3721
O 3.5345 1.3450 -3.4787 0.07 -0.02 -0.31 -0.7423
C -0.6505 1.2311 -2.4066 -0.09 0.12 0.62 -0.4214
C -2.4411 -2.4111 -1.6454 -0.18 -0.07 -0.10 0.4751
N 3.1297 -1.7502 1.1967 0.34 -0.05 -0.04 0.1092
C -1.5577 3.1787 3.2307 -0.01 0.02 0.05 -0.6398
H -3.7493 -2.9052 3.0983 0.05 0.02 -0.01 0.4014
C 2.9327 -2.6819 0.1695 0.55 0.50 0.29 -0.8091
C -1.2976 1.8643 2.9920 0.02 -0.17 -0.34 -0.2213
C -4.8209 -1.9303 -1.5070 0.21 -0.03 0.05 -0.7212
C -0.2062 -2.7243 1.8336 1.08 0.09 -0.10 -0.0046
C -1.3846 3.6787 -1.4822 0.01 0.16 0.05 -0.8302
S -0.7432 -2.0390 -1.3159 -0.29 -0.31 -0.18 -0.4130
H 4.2747 -0.2559 0.2922 0.18 -0.25 0.27 0.2756
C -5.1274 -3.0089 -2.3334 0.14 0.13 0.09 -0.5075
H 4.0712 -0.1348 2.0595 -0.03 0.04 0.12 0.3163
C 2.1175 0.5424 -0.5039 -0.08 0.09 0.21 -0.1799
C -2.0518 -4.0629 2.4462 -0.04 -0.27 0.01 -0.4367
H -1.6806 3.6847 4.1850 0.03 -0.14 -0.19 0.4218
C -1.3688 2.6366 0.8318 -0.07 -0.01 -0.02 0.2052
H 4.5922 4.1264 -1.7348 -0.10 -0.03 0.06 0.4134
C -1.1803 1.4976 1.5876 0.01 1.17 1.01 0.0861
H -1.2993 4.3442 -3.5183 0.04 0.01 0.04 0.3764
N -0.8764 -1.5939 1.9569 -0.41 -0.40 0.58 0.6550
O 5.2642 0.8319 -1.8188 0.33 -0.19 0.03 -0.7303
C -4.0962 -3.8171 -2.8045 0.19 0.12 0.11 -0.5287
H -6.1606 -3.2129 -2.6071 0.08 0.02 0.05 0.3067
C 4.2381 -0.8126 1.2302 0.10 -0.16 0.05 -0.8881
C -1.2176 2.5976 -0.6163 -0.01 -0.21 0.25 0.8540
S 1.9271 -0.8080 3.4733 -0.05 -0.27 -0.46 -0.5276
S 3.8749 1.0988 -2.1031 -0.47 0.28 0.13 1.2110
```
Forces are in eV/Å.

Record 3
# C31H23N5O3S5V

C31H23N5O3S5V as an isolated structure in a non-equilibrium geometry (the ωB97M-V functional and the def2-TZVPD basis, OMol25).

Output
E_tot = -125979.9038 eV
Total charge = -2
2S+1 = 4

```
68
Properties=species:S:1:pos:R:3:forces:R:3:mulliken_charge:R:1
H 0.5968 -1.9734 5.9039 0.01 -0.01 -0.01 0.3766
C -1.2580 -3.6863 1.0851 0.25 -0.41 0.04 -0.4629
C -0.3231 3.5201 -1.8842 -0.01 -0.09 -0.19 -0.1534
C 1.9170 -0.0333 3.4889 -0.12 -0.03 0.01 -0.3509
O -2.5160 -2.7103 3.1914 -0.10 -0.04 -0.02 -0.6905
C -1.4195 -0.9289 -4.9834 -0.08 0.02 0.01 -0.6428
C -0.9194 -1.6524 -6.0556 0.07 0.00 0.05 -0.4725
O -3.8623 -3.1493 1.2098 -0.06 -0.02 0.10 -0.7736
H 2.8412 0.2394 2.9923 0.04 0.01 -0.03 0.3884
H 0.8488 -2.5252 -6.9283 0.01 -0.02 0.01 0.3132
H -2.9387 -0.6065 3.6616 0.04 0.02 0.03 0.6367
C 2.0804 4.7188 -1.5156 0.09 0.02 0.07 -0.9393
H -2.6198 3.7526 0.6756 0.01 -0.01 0.00 0.2915
N 0.8189 0.5448 3.0121 0.26 0.04 -0.09 0.0459
C 0.1808 -5.5334 0.6460 0.09 0.06 -0.05 -0.5847
C -0.2174 4.8797 -2.1133 -0.15 -0.09 0.00 -0.9848
H 3.8240 -0.5166 0.3781 -0.01 -0.01 0.02 0.4649
C -0.4753 -0.6548 4.6176 0.09 0.03 -0.01 -0.7875
S -1.3072 0.4201 -2.5994 0.20 0.06 -0.07 -0.4374
H -2.4771 -0.6959 -4.9332 0.00 0.00 0.00 0.3496
V 0.6279 0.7418 -0.9744 -0.38 -1.09 -0.85 0.4845
C 1.2585 -1.5341 -5.0669 0.06 -0.01 0.01 -0.6868
C 1.0648 -4.6591 -0.0311 -0.07 -0.05 0.05 -0.5970
H 0.4133 -6.5891 0.7212 0.01 0.01 -0.02 0.3402
C 1.8997 -0.9395 4.5341 0.04 0.05 -0.03 -0.6402
H 1.4813 -2.6528 -0.6894 -0.02 0.00 0.00 0.3129
H -1.2479 2.9839 -2.0559 0.01 0.01 -0.01 0.3281
C 0.7681 -0.8001 -3.9847 0.07 0.11 0.10 0.2160
H -4.6496 0.9678 2.2650 0.01 0.00 -0.03 0.4437
H 1.9644 -5.0652 -0.4812 0.01 0.00 0.01 0.3832
C -0.6022 -0.4851 -3.9382 -0.07 0.11 0.16 0.2749
H -1.4408 -0.9008 5.0263 -0.02 -0.02 0.01 0.3288
H 5.8909 1.0699 0.4588 0.02 0.00 0.01 0.4370
C -3.6054 1.1021 2.4790 0.06 0.03 0.09 -0.7707
H -4.2776 3.4892 1.2757 -0.02 -0.01 0.00 0.3434
S 4.5509 2.9195 -0.3907 0.19 0.22 -0.07 -0.3616
H -1.5867 -1.9836 -6.8435 -0.01 0.01 -0.01 0.3115
C -0.8932 -1.4890 0.4999 0.33 1.13 -0.25 -1.1600
S -2.5737 -2.7233 1.7249 -0.03 -0.16 -0.08 1.0876
N -2.0906 -1.3357 1.1124 0.21 0.13 -0.17 -0.2134
C 1.8877 3.3640 -1.2511 0.44 -0.17 0.15 1.0889
C -2.7685 0.3461 3.1953 -0.02 0.21 0.01 -0.7643
N 0.7048 2.7620 -1.4965 0.06 0.94 0.09 0.4526
N -2.8498 2.0885 1.8706 -0.25 0.21 -0.28 0.1789
C -3.3814 3.0052 0.8853 0.10 -0.05 0.08 -0.9942
C -0.3325 0.2505 3.5641 -0.42 0.13 -0.10 0.7300
H 3.0592 5.1518 -1.3545 -0.01 0.02 0.02 0.3545
H 2.3163 -1.7735 -5.0796 0.01 0.01 -0.01 0.3600
C 2.9034 2.4810 -0.6814 -0.48 0.25 -0.15 0.2285
H -1.6772 -5.6891 1.7334 -0.01 0.01 0.01 0.3851
S -0.3443 3.0917 1.7807 -0.06 -0.04 -0.01 -0.3523
C 3.7918 0.5297 0.1019 -0.32 0.02 0.05 -0.3703
H -3.6212 2.4581 -0.0277 -0.01 0.02 -0.03 0.3287
N -1.4933 0.8830 3.0280 0.35 -0.30 0.38 0.5464
O -0.2034 -0.4261 0.1065 -0.55 -0.96 1.10 0.2901
C 0.8101 -3.3117 -0.1495 -0.08 0.03 0.02 -0.4637
C 2.5978 1.1880 -0.3591 0.36 0.06 0.10 -0.1202
H 2.8193 -1.3876 4.8856 -0.01 -0.04 0.00 0.3891
C -1.5383 1.9871 2.2106 -0.08 0.02 -0.02 0.0935
C 1.0176 5.4836 -1.9449 0.07 0.07 -0.02 -0.3882
H 1.1500 6.5415 -2.1402 -0.01 0.00 0.01 0.3829
C 0.4367 -1.9599 -6.0999 -0.07 0.05 0.03 -0.5097
C -0.3766 -2.7984 0.4205 -0.03 -0.40 0.04 1.1175
S 1.8838 -0.2687 -2.7207 0.00 -0.13 -0.27 -0.3645
C -0.9885 -5.0351 1.2106 -0.03 0.14 -0.05 -0.5408
C 0.6698 -1.2545 5.0970 -0.03 -0.04 0.05 -0.5079
H -1.0906 5.4364 -2.4238 0.01 0.01 -0.02 0.3990
C 4.8906 1.3299 0.1476 0.04 -0.06 0.04 -0.3980
```
Forces are in eV/Å.